The following is a quantum chemistry calculation of a structure of composition C24H41FeN10O4S3, from OMol25.

Values from the calculation:
<S²>: 6.0174
Total charge: +1
Relative energy (zero: lowest compared OMol25 entry of this formula, charge and spin): 130.2 kcal/mol
Max |F|: 3.9 eV Å⁻¹
Gap between HOMO and LUMO: 2.97 eV
2S+1: 5

Element x y z (Å)
Fe (0.2216, -0.5738, 0.4470)
S (1.6840, -9.4776, 1.0368)
S (-0.3955, 4.1100, -0.7110)
S (4.2093, 0.0011, -1.1464)
O (0.4657, -9.7524, 1.8789)
O (2.3203, -10.3730, 0.0797)
O (0.0751, 3.3249, -1.9117)
O (2.6663, -8.5872, 1.6966)
N (-0.0492, -0.6756, 3.1575)
N (0.8571, 0.6247, -1.2681)
N (-0.3504, -9.4332, -0.8672)
N (2.3506, 0.7209, -4.4901)
N (-1.6930, 0.4744, 0.9340)
N (-0.1655, -2.5406, 0.0794)
N (3.4534, 0.6180, -3.7020)
N (1.9230, -0.6366, 1.2793)
N (0.3432, -7.4129, 0.1573)
N (1.7618, 0.4183, -2.4071)
C (-0.7681, 2.8658, 0.6854)
C (2.4926, 5.6798, 2.1666)
C (-1.9529, 1.9602, 0.6260)
C (0.3921, -8.7577, -0.0403)
C (-2.0841, 5.0842, -0.7780)
C (0.5757, -4.8130, 0.4659)
C (3.1488, 0.2847, -2.4023)
C (2.2328, -0.3207, 2.6726)
C (1.0126, 0.1223, 3.5902)
C (-3.7359, 6.4916, -1.9977)
C (-2.3132, -0.1437, 2.1617)
C (0.6674, -3.4156, 0.6715)
C (-1.3980, -8.7282, -1.3267)
C (-0.5440, -6.7175, -0.4807)
C (-1.5176, -7.3427, -1.2746)
C (-0.4552, -5.2589, -0.3564)
C (-0.1443, 0.7867, -3.9746)
C (-2.3168, 5.8482, -2.0609)
C (-1.3710, -0.2293, 3.4590)
C (2.3848, 4.9585, 0.8030)
C (1.3312, 0.7318, -3.6606)
C (-1.4330, -4.3600, -0.8266)
C (-1.2518, -3.0000, -0.5974)
C (1.1780, 5.4177, 0.0016)
H (-2.1384, -9.3947, -1.7887)
H (-2.3281, -4.5368, -1.4300)
H (1.2112, -5.5016, 1.0215)
H (2.7767, -1.1636, 3.1099)
H (2.3756, 3.8765, 0.8722)
H (1.4963, 5.9037, -0.9452)
H (-0.1918, 0.9025, -5.0652)
H (-2.0956, 5.7523, 0.1035)
H (-2.2890, 5.1749, -2.9049)
H (-2.5962, -1.1956, 1.9617)
H (-3.2469, 0.3841, 2.5207)
H (1.5156, 5.6624, 2.6525)
H (3.1335, 5.2022, 2.8990)
H (-1.9069, -0.8565, 4.1883)
H (0.5226, 6.0855, 0.5953)
H (-2.4381, 2.0247, -0.3668)
H (-2.1340, -0.0318, 0.1217)
H (2.8329, 6.7226, 2.0688)
H (-0.6982, -0.1225, -3.6301)
H (-3.8497, 7.0716, -1.1183)
H (3.2951, 5.2249, 0.2147)
H (-2.0176, -2.3089, -0.9716)
H (0.1553, 2.2382, 0.5850)
H (1.2705, 1.4064, -0.7525)
H (-0.5970, 3.3657, 1.6670)
H (1.4463, -2.9014, 1.2629)
H (-2.8689, 4.3307, -0.5932)
H (-2.6631, 2.3430, 1.3561)
H (-2.3285, -6.8206, -1.7836)
H (-0.0299, 0.9880, -1.6339)
H (-3.9522, 7.0663, -2.8729)
H (4.3921, 0.7501, -4.0845)
H (2.7779, -0.4835, 0.7665)
H (-1.4850, 6.5717, -2.1888)
H (-1.3254, 0.7523, 3.9275)
H (-0.6110, 1.6839, -3.4658)
H (1.2428, 0.0561, 4.6756)
H (0.8612, 1.2019, 3.3385)
H (-4.4071, 5.6957, -1.9242)
H (2.9224, 0.5723, 2.7273)
H (0.1624, -1.6663, 3.1143)

Atomic forces in eV per Å
Fe 0.7 -0.3 1.0
S -1.2 1.1 -0.7
S 0.9 -0.9 0.5
S -0.5 0.2 -0.5
O 2.1 -1.2 0.4
O -0.4 -0.8 1.3
O -1.5 1.8 1.9
O -1.7 -0.8 -0.9
N -1.7 -0.3 -1.0
N 1.1 0.0 -0.8
N -1.2 0.1 0.1
N -1.3 1.2 0.2
N -0.6 0.0 -1.5
N -1.3 0.0 0.1
N -0.5 -1.1 0.9
N -0.4 1.3 1.1
N 0.3 -0.4 0.3
N -1.0 0.3 1.3
C 3.2 0.4 0.2
C -0.7 0.0 0.0
C -1.5 -1.0 0.0
C 2.9 2.6 0.6
C 0.3 -0.3 0.1
C -0.3 2.4 0.5
C 0.7 1.1 0.3
C 0.8 1.2 0.8
C 2.6 0.3 -1.2
C 2.1 -0.3 -0.1
C -0.2 0.1 1.9
C 0.4 -0.8 -0.4
C -0.2 -0.8 -0.7
C -1.2 -0.5 -1.5
C -0.2 -0.5 0.3
C -0.4 -0.2 0.8
C 0.2 0.6 0.1
C 0.3 0.7 0.0
C -1.1 -0.1 -0.9
C 0.7 0.0 -0.3
C 0.3 -1.1 -1.2
C 0.2 1.5 -0.3
C 0.8 -1.1 0.2
C -1.1 1.1 -0.4
H 0.1 0.7 -0.2
H 0.5 -0.9 0.3
H -0.1 0.0 -0.5
H -0.1 0.0 0.4
H 0.2 -0.3 0.3
H -0.8 -0.6 0.3
H -0.4 -0.1 0.4
H 0.5 -0.3 -0.2
H 0.1 -0.2 -0.3
H 0.2 0.7 -0.5
H 0.8 -0.4 -0.8
H -0.1 0.3 0.0
H 0.4 -0.3 -0.3
H 0.0 0.0 -0.3
H 0.2 -0.3 -0.5
H 0.2 -0.2 0.4
H 0.4 0.7 1.1
H -0.3 -0.4 -0.1
H 0.6 0.6 -0.4
H -0.1 0.9 0.8
H -0.7 -0.5 0.2
H 0.5 0.0 0.2
H -0.5 0.4 0.1
H 0.2 -0.3 -0.1
H -0.4 0.0 -0.8
H -0.3 -0.7 -0.4
H 0.5 -0.1 -0.2
H -0.3 -0.2 0.0
H 0.2 -0.2 0.2
H 0.7 0.0 -0.5
H 0.0 0.4 -0.5
H -0.6 -0.4 0.3
H 0.0 -0.2 -0.3
H -0.7 -0.1 0.0
H 0.2 0.1 -0.1
H 0.5 -0.9 -0.8
H 0.1 0.0 -0.5
H -0.4 -0.6 0.2
H -1.4 -1.2 -0.1
H -0.2 -0.9 0.0
H -0.4 0.1 0.4


The following is a quantum chemistry calculation of a structure of composition C13H37AsCl4F6O12P, from OMol25.

Values from the calculation:
Total charge: -1
Relative energy (zero: lowest compared OMol25 entry of this formula, charge and spin): 0.0 kcal/mol
Max |F|: 1.7 eV Å⁻¹
Gap between HOMO and LUMO: 10.13 eV
2S+1: 1

Element x y z (Å)
As (1.7456, 0.3445, 0.7245)
Cl (2.7006, 4.1357, 2.6303)
Cl (5.6221, 4.3097, 2.8936)
Cl (-1.1183, 0.2224, 4.7882)
Cl (1.1467, -0.6296, 6.4403)
P (-4.9408, -1.2649, 0.1378)
F (2.8832, 1.5299, 0.1332)
F (1.0683, 0.1737, -0.8930)
F (2.3811, 0.4964, 2.3515)
F (0.6407, -0.7999, 1.4047)
F (2.8948, -0.9056, 0.2664)
F (0.6023, 1.6665, 1.0827)
O (-5.6320, 0.0095, 0.3380)
O (-1.5057, 2.4613, 2.7119)
O (0.7561, -3.9085, -4.6033)
O (0.5548, -2.1645, -2.5229)
O (1.6421, -5.1231, -1.6874)
O (-5.4215, -2.5501, 0.9697)
O (-3.3948, 5.5171, 3.3965)
O (3.9674, 3.3777, -1.4799)
O (1.8452, -3.7013, 0.8190)
O (-4.9966, -1.7266, -1.3872)
O (-3.3844, -1.2564, 0.5189)
O (2.2482, 4.7121, -4.2724)
C (-1.7436, 3.8640, 2.7592)
C (-2.9810, 4.1697, 3.6028)
C (1.0828, -2.5642, -4.8484)
C (-6.6588, -3.1501, 0.6446)
C (2.9609, -4.1697, 0.0717)
C (4.2509, 3.4016, 2.1418)
C (1.4538, -1.8094, -3.5764)
C (2.5379, -5.4650, -0.6438)
C (2.7184, 3.7006, -2.0893)
C (-2.5362, -0.1625, 0.2164)
C (0.6126, -0.1434, 4.8176)
C (2.9632, 4.8651, -3.0582)
C (-4.2995, -2.9181, -1.8192)
H (0.3310, -2.0033, -5.4211)
H (-3.8113, 3.5440, 3.2769)
H (-2.8023, 6.0845, 3.8990)
H (3.8255, -4.2758, 0.7359)
H (3.4226, -5.9002, -1.1083)
H (2.2800, 2.8293, -2.5931)
H (4.0317, 5.0295, -3.1865)
H (2.4418, -2.1441, -3.2513)
H (4.3828, 3.5814, 1.0850)
H (0.8179, -0.9445, 4.1207)
H (-2.2500, 0.4056, 1.1015)
H (1.9317, 3.8638, -1.3432)
H (1.9088, -2.5332, -5.5730)
H (2.1297, -6.1593, 0.0935)
H (2.0691, -2.8063, 1.1012)
H (3.1843, -3.4478, -0.7192)
H (-2.9962, 0.5461, -0.4759)
H (-4.0990, -3.5664, -0.9679)
H (-1.5988, -0.4633, -0.2521)
H (-1.9683, 4.1796, 1.7378)
H (-2.8193, 3.9366, 4.6581)
H (-4.8111, -3.3784, -2.6583)
H (2.5329, 5.7656, -2.6176)
H (-3.3452, -2.5231, -2.1799)
H (0.7876, -4.0570, -3.6497)
H (-0.7460, 2.3162, 2.1291)
H (1.4857, -0.7348, -3.7518)
H (2.7623, 4.4344, -5.0304)
H (0.2704, -1.3371, -2.1212)
H (-6.5151, -4.1803, 0.3108)
H (-7.2416, -2.6879, -0.1544)
H (-7.2967, -3.1903, 1.5261)
H (1.1483, 0.7740, 4.6111)
H (0.7750, -4.9984, -1.2855)
H (3.7557, 2.6804, -0.8365)
H (4.2287, 2.4419, 2.6362)
H (-0.8692, 4.3736, 3.1743)

Atomic forces in eV per Å
As -0.4 0.1 0.1
Cl 0.0 0.1 -0.2
Cl -0.1 -0.2 0.0
Cl 0.1 -0.2 0.0
Cl 0.1 -0.2 0.2
P 1.2 0.5 0.0
F -0.2 -0.1 0.3
F -0.1 0.3 0.7
F 0.4 0.1 -0.6
F 0.0 -0.1 -0.5
F -0.4 0.3 0.7
F 0.7 -0.7 -0.5
O -0.2 -0.5 -0.1
O -0.1 0.3 0.2
O -0.2 0.0 -0.1
O -0.3 0.5 -0.5
O -0.4 -0.6 0.1
O 0.5 0.6 -0.3
O 0.1 0.0 0.3
O -0.4 -0.1 0.3
O 0.2 -0.1 0.1
O -0.7 -0.3 0.0
O -0.9 -0.9 0.1
O -0.6 0.1 -0.3
C -0.4 -0.7 -0.2
C 0.1 -0.4 -0.3
C 0.4 0.7 -0.6
C -0.9 -0.8 -0.1
C -0.5 -0.1 -0.3
C 0.0 1.3 1.2
C 0.3 -0.8 0.2
C 0.8 1.2 0.4
C 0.0 -0.6 -0.1
C 0.5 1.3 -0.4
C -0.2 0.3 0.3
C -0.8 0.0 0.4
C 1.0 1.3 0.2
H -0.7 -0.4 0.5
H 0.1 0.0 -0.1
H 0.0 0.0 -0.1
H 0.1 -0.3 -0.2
H 0.0 -0.1 0.0
H 0.5 0.0 -0.6
H 0.1 -0.2 -0.1
H 0.2 0.1 -0.1
H -0.1 -0.8 -0.1
H 0.1 0.1 -0.1
H -0.3 -0.2 0.2
H 0.3 0.7 0.2
H 0.4 -0.1 0.4
H -0.2 -0.1 -0.2
H -0.3 0.1 -0.1
H 0.2 0.0 0.0
H -0.3 -0.1 0.1
H -0.2 -0.3 -0.2
H -0.2 -0.6 0.1
H 0.2 0.5 0.1
H 0.1 0.1 0.1
H -0.3 -0.1 0.3
H 0.2 0.1 0.1
H 0.1 -0.5 -0.1
H 0.0 0.0 0.0
H -0.1 -0.1 0.2
H 0.0 0.0 0.0
H 0.5 -0.2 0.3
H 0.1 -0.2 0.3
H 0.4 0.0 0.1
H 0.3 0.5 0.0
H 0.1 0.2 0.1
H 0.0 -0.1 -0.4
H 0.1 0.3 0.0
H 0.3 0.2 -0.3
H 0.3 -0.4 -0.9
H 0.0 0.3 -0.1


The following is a quantum chemistry calculation of a cluster of 2 separate species, C18H31ClF9N5O9PS in total, from OMol25.

Values from the calculation:
Total charge: -1
Max |F|: 2.9 eV Å⁻¹
Gap between HOMO and LUMO: 7.30 eV
2S+1: 1

Element x y z (Å)
Cl (5.8303, -1.6212, -4.4276)
S (-1.4956, -0.2232, -0.6438)
P (3.6131, 1.0186, 1.3305)
F (-3.9828, -0.9622, -0.8635)
F (-1.9618, -0.3892, -3.7258)
F (-3.4873, -3.7417, -1.2436)
F (-3.8623, -4.5780, -3.2040)
F (-1.5163, -2.8675, -2.7570)
F (-5.0345, -2.8962, -2.5197)
F (-4.1070, -0.6573, -3.7115)
F (-2.7931, -2.7735, -4.4942)
F (-3.4928, 0.9137, -1.8202)
O (6.3459, -2.9660, -4.3597)
O (1.4711, -1.4912, -2.8452)
O (3.9681, 2.3051, 2.3090)
O (5.8148, -1.0362, -3.1047)
O (0.9774, 1.3730, 0.5687)
O (-1.9279, 0.4426, 0.5605)
O (4.4724, -1.6522, -4.9448)
O (6.6540, -0.8220, -5.3025)
O (-0.9773, -1.5315, -0.3513)
N (-1.3540, -0.9616, 6.2391)
N (-1.4695, 1.4117, 6.2579)
N (4.4272, -0.2837, 2.1054)
N (-0.6733, 2.2736, -1.3637)
N (-3.1624, 0.2197, 7.2909)
C (-1.3702, -1.1867, 4.7608)
C (-2.0549, 4.0260, -2.2878)
C (1.3384, -0.5914, 2.0437)
C (0.0338, -1.2385, 4.1411)
C (1.1107, 0.7399, -0.6879)
C (-3.8131, -3.4382, -2.4987)
C (-0.0436, -0.6682, 2.7168)
C (-0.2680, 0.8945, -1.4100)
C (2.2285, -0.3998, -3.3987)
C (-3.0744, -0.3608, -1.6361)
C (2.9807, 0.3318, -2.3061)
C (2.1230, 1.4301, -1.6415)
C (-1.2132, 2.8068, -2.6004)
C (-2.7455, -2.5120, -3.1608)
C (1.7427, 0.8170, 1.6221)
C (-2.9742, -0.9815, -3.0493)
C (-1.9600, 0.2778, 6.5566)
C (-3.0944, 4.0412, -1.3779)
H (-0.4275, 3.1300, -3.2795)
H (1.5175, 0.2824, -3.8937)
H (0.7442, -0.6375, 4.7095)
H (0.4032, -2.2594, 4.0595)
H (-2.9546, 4.5679, -0.4364)
H (-1.8823, -0.3705, 4.2573)
H (-1.8726, -2.1108, 4.4832)
H (-3.9147, -0.0936, 6.6891)
H (-1.8396, 2.0962, -3.1622)
H (-0.5810, 1.2877, 5.7775)
H (-1.9973, -1.6455, 6.6245)
H (-0.0690, 0.6493, -2.4472)
H (1.4301, -1.3212, 1.2407)
H (-4.0587, 3.5664, -1.5214)
H (1.5979, 1.9158, -2.4583)
H (-1.8204, 4.9507, -2.8109)
H (3.2275, -0.4213, -1.5598)
H (1.5351, 1.4494, 2.4951)
H (4.2091, -0.3508, 3.0960)
H (3.9106, 0.7186, -2.7066)
H (-0.6826, -1.3351, 2.1458)
H (2.7382, 2.1099, -1.0690)
H (4.1932, -1.1446, 1.6242)
H (-1.2663, 2.4732, -0.5709)
H (1.2980, -0.3298, -0.6388)
H (2.8986, -0.7709, -4.1787)
H (0.7832, -1.7437, -3.4587)
H (2.0713, -0.9004, 2.7904)
H (-3.3565, 1.1658, 7.5904)
H (-0.4918, 0.3227, 2.7326)
H (3.4343, 2.2579, 3.1112)

Atomic forces in eV per Å
Cl 0.0 0.0 0.0
S 0.8 -0.3 2.7
P 0.6 0.1 -1.5
F 0.2 -0.4 -0.2
F 0.1 -0.1 0.4
F -0.1 0.3 -0.2
F 0.0 0.2 0.3
F -0.4 0.3 0.3
F 0.3 0.0 0.0
F 0.0 -0.3 0.2
F -0.2 0.2 0.2
F 0.1 -0.1 -0.1
O 0.0 0.0 0.0
O 0.0 0.2 0.7
O -0.4 -0.6 0.1
O 0.0 0.0 0.0
O 0.2 -0.2 0.1
O -0.8 0.8 -0.7
O 0.3 -0.1 -0.2
O 0.0 0.0 0.0
O 0.0 -0.4 -1.4
N -1.9 -0.3 -0.6
N -0.1 -0.1 -0.1
N -0.7 0.7 0.4
N -0.4 -0.5 -0.1
N 0.3 -0.1 0.0
C 1.3 0.1 -0.2
C -0.5 -0.1 0.3
C 0.0 -0.1 0.3
C -0.3 0.6 -0.7
C -1.0 0.4 -0.7
C 0.0 -0.6 0.0
C 0.4 -0.5 0.0
C 0.7 1.0 -0.3
C -0.3 0.0 -0.8
C 0.2 0.9 -0.3
C -0.4 0.0 0.1
C 0.3 -1.5 0.0
C -1.9 0.2 -1.4
C 0.1 -0.4 -0.9
C 0.5 -0.3 0.9
C -0.2 0.0 -0.1
C 0.7 0.6 0.0
C 0.4 0.1 -0.3
H 0.3 -0.1 0.0
H 0.1 0.2 0.0
H 0.0 -0.1 0.3
H 0.2 -0.1 0.3
H -0.9 1.8 -0.8
H -0.3 0.1 0.1
H -0.3 -0.1 0.3
H -0.1 -0.2 0.1
H 0.2 -0.3 0.1
H 0.1 0.0 0.1
H 0.4 -0.3 0.3
H -0.3 -0.6 0.0
H 0.0 0.0 -0.2
H 0.7 -1.8 0.8
H 0.0 0.6 0.2
H 1.5 0.5 1.4
H 0.4 0.0 0.0
H -0.2 0.2 -0.1
H 0.1 -0.4 0.0
H 0.1 0.1 0.0
H -0.3 0.2 -0.2
H -0.1 0.3 0.0
H 0.2 -0.2 0.1
H 0.1 0.1 0.1
H 0.3 -0.1 0.4
H 0.0 0.0 0.4
H 0.0 -0.1 -0.3
H 0.1 -0.1 0.0
H -0.2 0.1 0.0
H -0.2 0.0 0.0
H 0.1 0.3 0.2


The following is a quantum chemistry calculation of a structure of composition C6H15InO3, from OMol25.

Values from the calculation:
Total charge: +2
Relative energy (zero: lowest compared OMol25 entry of this formula, charge and spin): 39.5 kcal/mol
Max |F|: 5.5 eV Å⁻¹
Gap between HOMO and LUMO: 9.05 eV
2S+1: 1

Element x y z (Å)
In (0.6843, -0.5366, -0.3137)
O (-0.7165, -1.0465, -1.7097)
O (1.6027, 0.5505, 1.1211)
O (-0.8070, 0.7086, 0.1661)
C (0.7432, 1.3624, 1.8781)
C (-0.6612, -2.1298, -2.6303)
C (3.0399, -0.1991, 1.7906)
C (-0.5611, 1.6641, 1.1798)
C (-1.9794, 0.7251, -0.6140)
C (-1.9917, -0.4367, -1.5675)
H (2.3482, -1.3722, 0.6085)
H (-2.6910, -1.2065, -1.2093)
H (-2.8308, 0.6505, 0.0773)
H (0.5366, 0.9050, 2.8596)
H (-1.1446, -1.8350, -3.5721)
H (-0.5199, 2.6465, 0.6861)
H (2.7579, -0.7279, 2.7137)
H (3.8407, -0.5358, 1.1242)
H (-1.9860, 1.6721, -1.1735)
H (-1.1803, -3.0028, -2.2100)
H (-1.3942, 1.5833, 1.8926)
H (0.3965, -2.3659, -2.7789)
H (-2.2977, -0.0787, -2.5617)
H (3.5341, 0.6912, 2.2058)
H (1.2770, 2.3143, 2.0371)

Atomic forces in eV per Å
In 4.0 -3.7 0.1
O -0.1 0.8 0.0
O 2.7 -0.4 0.9
O 0.1 -0.7 0.1
C 1.2 1.2 2.3
C -0.1 -1.3 -0.9
C -0.5 2.6 1.7
C -0.9 1.3 0.0
C -1.0 1.5 0.1
C -1.4 -0.8 -0.8
H -2.0 -0.3 -2.0
H 0.2 0.1 -0.3
H 0.1 0.2 -0.4
H 0.2 0.0 -0.3
H 0.3 0.0 0.3
H -0.2 -0.2 0.3
H -0.3 -0.5 -1.0
H -0.9 -0.5 -0.4
H -0.2 -0.2 0.3
H 0.1 0.3 -0.1
H 0.3 0.4 -0.1
H -0.3 0.0 -0.1
H -0.1 -0.2 0.3
H -0.6 0.4 -0.3
H -0.5 -0.2 0.3


| no. | E_HOMO (eV) |
| --- | --- |
| 1 | -8.41 |
| 2 | -7.73 |
| 3 | -6.02 |
| 4 | -17.51 |